[1]
{
  "formula": "C24H23BrCl3GeN2O2TeZr",
  "method": "the ωB97M-V functional and the def2-TZVPD basis",
  "species": ["H", "H", "Ge", "N", "C", "C", "C", "H", "C", "H", "C", "Cl", "Br", "C", "Zr", "C", "C", "C", "C", "H", "C", "H", "H", "H", "Te", "C", "C", "H", "H", "C", "O", "H", "H", "C", "C", "H", "C", "Cl", "H", "H", "C", "C", "Cl", "N", "H", "C", "C", "H", "H", "C", "H", "C", "H", "O", "H", "H", "C", "H"],
  "positions_angstrom": [[-3.6913, -2.5502, 0.1447], [3.0217, 2.7455, -1.9584], [2.3245, -3.3211, -2.5249], [-1.2802, -1.1656, -1.7129], [-1.8993, 3.3758, -2.5717], [2.7868, 0.6328, 0.6941], [-1.5403, -0.6120, -2.9666], [2.2254, -0.0144, 3.1873], [0.1073, 3.1631, -4.4840], [-4.2096, -2.1417, -2.3234], [-1.5565, -2.1077, 5.0673], [1.6326, -0.9768, -3.0062], [1.7756, -4.3253, 6.1624], [-0.7723, 2.5909, -2.3162], [0.8324, -1.0074, -0.5666], [0.2331, 2.4944, -3.2801], [-2.6649, -2.7048, -0.1882], [2.1568, 1.4696, 1.6277], [-0.0400, -2.0593, 3.2157], [-0.8292, 0.0010, -3.4891], [1.8548, 2.7716, 1.2307], [-2.0056, -2.4898, 0.6420], [-2.5565, -3.7552, -0.4638], [-2.4934, -1.8302, 5.5297], [-0.7006, 1.6182, -0.4645], [-2.0234, 4.0392, -3.7815], [2.7562, 2.3793, -0.9767], [0.8904, 3.0901, -5.2271], [3.6342, 0.4429, -1.2770], [-1.0227, 3.9348, -4.7372], [1.4222, -1.8849, 1.3252], [1.8135, -3.1327, 3.4597], [-0.8821, -3.2149, 6.7784], [0.5607, -3.2590, 5.1970], [-2.3840, -1.8399, -1.3669], [-2.9002, 4.6415, -3.9754], [-0.6507, -2.8892, 5.7732], [0.4027, -3.5049, -1.0639], [3.1848, -0.3140, 1.0393], [1.9467, 4.2516, -0.3168], [1.8956, 1.0115, 3.0325], [2.1631, 3.2252, -0.0490], [3.3752, -2.3165, -0.7694], [-3.2959, -1.7158, -2.3428], [-1.9529, -1.0728, 3.2255], [0.8763, -2.8475, 3.9173], [-1.2594, -1.6868, 3.7845], [1.4057, 3.4535, 1.9435], [-2.6811, 3.4714, -1.8281], [-2.7852, -0.9499, -3.3602], [-3.3409, -0.7147, -4.2499], [3.0708, 1.0775, -0.6045], [0.8339, 1.0829, 3.2801], [-0.4959, -0.9390, 1.1329], [2.4307, 1.6437, 3.7422], [1.1124, 1.8982, -3.0899], [0.3060, -1.6209, 1.8792], [-1.1177, 4.4583, -5.6789]],
  "forces_ev_per_a": [[0.00, 0.00, 0.00], [0.00, 0.01, -0.01], [-0.03, 0.10, 0.04], [0.12, -0.10, 0.26], [-0.06, -0.04, 0.21], [-0.12, -0.13, -0.07], [0.07, 0.09, 0.01], [0.01, 0.00, 0.01], [-0.04, 0.06, -0.04], [0.00, 0.01, -0.01], [-0.02, 0.01, -0.01], [-0.10, -0.05, -0.09], [-0.06, 0.05, -0.04], [0.00, 0.06, 0.02], [-0.36, 0.05, 0.34], [0.00, -0.12, 0.09], [0.01, 0.02, 0.02], [0.00, 0.06, -0.03], [0.03, 0.01, -0.02], [-0.01, -0.04, 0.03], [0.02, 0.00, 0.02], [-0.01, 0.01, 0.01], [0.01, 0.00, 0.00], [0.00, 0.01, 0.00], [0.08, 0.11, -0.34], [0.03, 0.00, -0.07], [0.02, -0.02, 0.02], [0.00, -0.01, 0.01], [0.00, 0.01, 0.00], [0.01, -0.01, 0.02], [0.09, -0.07, -0.12], [0.00, 0.00, 0.01], [-0.01, 0.00, 0.00], [0.03, -0.02, 0.02], [0.04, -0.04, -0.09], [0.00, 0.01, 0.01], [0.02, -0.02, 0.03], [0.23, -0.15, -0.18], [0.01, 0.00, -0.02], [0.00, 0.00, 0.00], [0.00, 0.00, 0.01], [-0.02, 0.01, 0.00], [-0.01, 0.02, 0.00], [-0.04, 0.00, 0.03], [0.00, 0.00, 0.01], [0.03, -0.02, -0.02], [-0.01, 0.01, -0.03], [-0.01, 0.00, 0.00], [0.00, 0.00, 0.00], [0.00, 0.03, -0.02], [0.00, 0.00, 0.00], [0.12, 0.03, 0.02], [0.00, 0.00, 0.00], [-0.16, 0.16, -0.19], [0.00, 0.01, 0.00], [0.09, -0.07, 0.01], [-0.02, -0.02, 0.15], [0.00, 0.00, 0.00]],
  "lowdin_spin": [0.000, 0.000, 0.000, 0.045, 0.039, 0.000, 0.013, 0.000, -0.001, 0.000, 0.000, 0.000, 0.000, 0.045, 0.007, 0.028, 0.000, 0.023, 0.000, 0.000, 0.043, 0.000, 0.000, 0.000, 0.648, -0.004, 0.009, -0.001, 0.000, 0.044, 0.000, 0.000, 0.000, 0.000, 0.010, -0.001, 0.000, 0.000, 0.000, 0.000, 0.001, 0.033, 0.000, 0.005, 0.000, 0.000, 0.000, 0.000, 0.001, -0.001, 0.000, -0.001, 0.001, 0.008, 0.001, 0.001, 0.000, 0.002],
  "multiplicity": 2,
  "energy_ev": -205028.8306,
  "total_charge": 2,
  "de_lowest_ev": 0.006
}

***

[2]
{
  "formula": "C30H38AsCoN2O2Si2",
  "method": "the ωB97M-V functional and the def2-TZVPD basis",
  "species": ["H", "H", "H", "H", "C", "H", "As", "C", "H", "N", "H", "C", "C", "C", "C", "C", "H", "C", "H", "C", "H", "H", "H", "H", "C", "H", "N", "H", "H", "C", "C", "C", "O", "H", "C", "H", "C", "H", "C", "H", "H", "H", "H", "C", "H", "C", "H", "H", "C", "H", "C", "H", "C", "H", "C", "C", "C", "H", "H", "C", "Si", "H", "C", "H", "Co", "H", "H", "H", "H", "C", "C", "H", "O", "Si", "C", "C"],
  "positions_angstrom": [[-0.3106, 3.7377, 1.1542], [1.9223, 0.1110, 5.2557], [-3.2060, 3.5913, -0.0065], [2.3504, 1.5778, -3.9534], [0.9605, 1.1275, 2.9426], [-1.7340, 0.8026, -5.2995], [-0.2466, -0.4434, -2.1487], [-4.4746, -0.8151, -0.1049], [1.4737, -4.9280, -0.0352], [1.3868, -0.1607, 2.9142], [3.1274, -5.7529, 1.6374], [0.0829, 3.2227, 2.0217], [-5.8295, -0.4956, -0.2000], [-0.6650, 1.0311, -5.2899], [-3.8922, 1.5458, -0.0806], [1.6504, 1.1529, 5.3452], [-1.4892, -2.5816, -0.6862], [-6.2190, 0.8431, -0.2402], [1.5471, 3.1323, -4.2365], [3.0477, -1.6642, -2.0505], [-6.5737, -1.2807, -0.2479], [2.8636, -1.7489, -0.9776], [3.5134, -0.6885, -2.2163], [-7.2698, 1.0962, -0.3181], [2.7259, -4.7509, 1.7172], [-2.2757, 2.3406, -2.6171], [1.1768, -0.8543, 1.8604], [0.1686, -3.7253, -3.8760], [-0.0174, 4.9031, 3.3006], [0.7717, 3.1692, 4.3385], [-2.9190, 2.5471, 0.0008], [-0.9097, -3.0116, 0.1270], [0.2111, 1.3403, 0.6660], [3.7603, -2.4425, -2.3469], [3.1478, -3.9056, 2.7355], [2.8428, -2.0513, -5.0430], [1.1330, 1.8115, 4.2085], [1.1644, -1.7912, -5.5285], [1.7301, -2.1549, 1.9086], [-1.8692, 2.2830, 0.0570], [-0.4968, 1.9043, -5.9299], [2.9902, -1.9360, 3.6123], [1.5574, 3.6714, 7.6135], [1.9444, -1.4570, -4.8403], [-0.9002, 3.3240, -2.0999], [1.8016, -4.3007, 0.7845], [2.2019, 1.2790, 7.3962], [-5.5817, 2.8862, -0.2052], [0.9327, 3.8209, 5.5763], [1.7658, -4.2379, -3.3047], [-1.3165, 2.7555, -2.9367], [0.4584, -3.9156, -2.1466], [1.4400, 3.1603, 6.6661], [-1.5039, 3.4511, -3.7614], [1.5681, 2.2473, -3.5902], [1.3206, -3.0131, 0.8977], [0.9116, -3.5879, -3.0858], [-4.1668, -1.8537, -0.0813], [-0.8772, -4.0988, 0.0416], [2.6599, -2.6106, 2.8358], [1.4398, -1.7650, -3.0380], [-0.1389, 0.1802, -5.7228], [-3.5186, 0.1763, -0.0568], [3.8789, -4.2564, 3.4533], [0.4106, -0.4339, 0.2671], [0.6437, 4.8639, 5.6516], [1.8509, 2.5623, -2.5822], [-1.3207, -2.7172, 1.0941], [2.1738, -0.4153, -5.0683], [0.2457, 3.8555, 3.1988], [-5.2759, 1.8465, -0.1807], [-2.4680, -0.0761, 0.0114], [0.4233, -2.4810, -0.0162], [-0.1264, 1.4082, -3.5168], [1.8019, 1.8101, 6.5406], [0.4130, 1.8336, 1.8352]],
  "forces_ev_per_a": [[0.01, 0.01, -0.01], [0.00, 0.00, -0.01], [0.03, -0.02, -0.02], [-0.01, -0.01, -0.01], [-0.11, 0.20, -0.14], [0.02, -0.01, 0.00], [-0.22, 0.01, -0.04], [-0.03, 0.02, -0.06], [0.00, 0.02, 0.00], [0.19, -0.07, 0.16], [0.00, 0.01, 0.00], [-0.05, 0.04, -0.11], [0.03, 0.00, 0.00], [-0.01, -0.02, 0.02], [-0.10, -0.10, 0.02], [0.00, 0.00, 0.00], [-0.01, 0.02, 0.00], [-0.01, -0.02, 0.00], [0.00, -0.03, 0.02], [0.01, 0.02, -0.01], [0.00, 0.00, 0.01], [0.01, -0.01, -0.02], [-0.01, -0.01, 0.01], [0.00, 0.00, 0.00], [0.01, -0.01, -0.01], [0.05, 0.01, -0.04], [-0.18, 0.23, -0.06], [-0.01, -0.01, 0.02], [0.00, -0.01, 0.00], [0.03, -0.06, 0.08], [0.05, 0.00, 0.06], [-0.01, -0.04, -0.09], [-0.07, 0.15, -0.12], [-0.02, 0.02, -0.01], [0.02, 0.03, 0.04], [-0.03, 0.01, -0.01], [-0.01, 0.02, -0.02], [-0.01, 0.03, 0.01], [0.05, -0.12, 0.06], [-0.07, 0.03, 0.00], [-0.01, -0.02, 0.01], [0.00, 0.00, 0.00], [0.00, 0.00, 0.00], [0.00, 0.00, 0.01], [-0.02, -0.07, -0.02], [-0.01, -0.05, -0.02], [0.00, 0.00, 0.00], [0.00, 0.00, -0.01], [0.00, 0.00, -0.03], [-0.01, 0.02, 0.00], [0.00, -0.02, 0.03], [0.07, 0.02, -0.07], [-0.01, 0.02, 0.01], [0.02, 0.02, 0.02], [0.00, 0.01, 0.00], [-0.08, -0.02, 0.02], [-0.05, 0.00, 0.09], [0.00, 0.00, -0.01], [0.01, -0.01, 0.00], [0.00, -0.02, 0.03], [0.06, -0.03, 0.01], [0.01, 0.01, 0.01], [-0.11, 0.02, 0.10], [0.00, 0.01, 0.00], [0.06, -0.30, -0.37], [0.00, 0.00, 0.00], [-0.01, -0.01, -0.02], [0.01, 0.01, 0.01], [0.00, 0.00, 0.03], [0.02, 0.06, 0.08], [0.08, -0.01, 0.02], [0.09, 0.02, -0.04], [0.05, 0.06, 0.13], [0.14, 0.15, 0.05], [0.00, 0.00, -0.01], [0.14, -0.20, 0.17]],
  "lowdin_spin": [0.000, 0.000, 0.027, 0.000, 0.000, 0.000, 0.001, -0.009, 0.000, 0.000, 0.000, 0.002, 0.144, 0.000, 0.049, 0.000, 0.000, -0.009, 0.000, 0.000, 0.010, 0.000, 0.000, -0.004, 0.000, 0.006, 0.000, 0.000, 0.000, 0.000, 0.502, 0.000, -0.001, 0.000, 0.000, 0.000, 0.000, 0.000, 0.000, 0.025, 0.000, 0.000, 0.000, 0.000, 0.002, 0.000, 0.000, 0.005, 0.000, 0.000, 0.010, 0.000, 0.000, 0.000, 0.000, 0.000, 0.000, -0.004, 0.000, 0.000, 0.000, 0.000, 0.119, 0.000, -0.002, 0.000, 0.000, 0.000, 0.000, 0.001, 0.118, 0.005, 0.000, 0.001, 0.000, 0.001],
  "multiplicity": 2,
  "energy_ev": -153024.2284,
  "total_charge": -1
}

***

[3]
{
  "formula": "C5H12N3O2S",
  "method": "the ωB97M-V functional and the def2-TZVPD basis",
  "species": ["H", "H", "H", "O", "H", "S", "H", "H", "H", "H", "C", "C", "C", "H", "N", "H", "N", "C", "C", "O", "N", "H", "H"],
  "positions_angstrom": [[-1.1339, 3.3339, 1.5892], [0.1357, 2.5273, -0.4009], [2.2101, 0.9659, -0.3921], [-1.6630, -1.4167, -1.1350], [-2.6753, 2.4105, 0.9693], [2.2156, -1.9067, 0.0806], [0.6393, -3.7712, 0.1146], [1.3166, 1.6754, 0.8006], [1.9828, -4.0428, -0.9988], [-0.9246, -1.7305, -0.5973], [-0.8034, 0.6234, -0.5838], [1.7150, -3.6262, -0.0589], [-1.5370, 2.4382, 1.0331], [2.4858, -4.1785, 0.6642], [-1.9057, -0.0596, -0.9884], [-1.4731, 2.6849, -1.0478], [0.7017, -1.4258, -0.3688], [-0.8611, 2.0947, -0.2818], [0.4216, 0.0991, -0.2694], [-2.9881, 0.3353, -1.4119], [1.5280, 0.8203, 0.2896], [-1.2449, 1.7022, 1.7855], [1.8581, 0.4471, 1.2081]],
  "forces_ev_per_a": [[-0.80, -0.25, -1.32], [-0.28, 0.06, 0.10], [2.14, 0.35, -1.09], [-2.38, 0.40, -0.97], [1.65, 0.29, 0.08], [-1.03, -0.67, -0.29], [0.67, 0.14, 0.48], [-0.80, 1.22, -1.21], [0.08, 0.04, -1.10], [0.88, 0.24, 0.45], [0.00, 2.42, 0.66], [2.61, -1.62, 2.13], [-0.30, -0.02, 1.95], [-2.20, 0.87, -1.10], [0.94, -1.60, -0.52], [0.92, -1.16, 0.51], [-0.44, 6.15, 0.51], [-2.01, 2.04, -1.85], [0.24, -7.54, -0.48], [1.20, 0.26, 0.79], [-1.44, 0.55, 3.34], [-0.32, -0.57, 0.04], [0.66, -1.58, -1.11]],
  "nbo_charge": [0.241, 0.194, 0.454, -0.508, 0.260, 0.516, 0.261, 0.461, 0.246, 0.504, 0.065, -0.748, -0.634, 0.253, 0.391, 0.276, -0.662, -0.456, 0.217, -0.279, -0.707, 0.195, 0.459],
  "energy_ev": -24766.4424,
  "total_charge": 1,
  "de_lowest_ev": 6.530
}

***

[4]
{
  "formula": "C6H5MgO6",
  "method": "the ωB97M-V functional and the def2-TZVPD basis",
  "species": ["H", "C", "O", "O", "H", "Mg", "C", "C", "C", "O", "O", "C", "O", "H", "H", "C", "H", "O"],
  "positions_angstrom": [[0.1974, 0.6658, -0.8312], [1.6183, -0.8323, -0.4019], [2.2243, 1.2974, -1.2307], [-1.0445, 3.0040, -0.4710], [-1.0512, -2.8624, 0.3052], [0.0133, 0.1683, 1.2995], [2.0781, 1.0342, 1.9610], [-1.4472, -0.8716, -3.3646], [-0.8329, 2.1365, 0.2762], [-1.5052, -1.1983, 1.4468], [3.0315, 1.4104, 2.4912], [-1.9105, -2.4948, 0.8685], [1.7518, -1.7833, -1.0961], [-2.1295, -3.2260, 1.6752], [-2.2660, -0.9129, 1.9667], [1.3535, 0.5545, -0.8427], [-2.7718, -2.3689, 0.1862], [-2.2204, -0.4135, -4.0715]],
  "forces_ev_per_a": [[0.74, 0.46, -0.04], [-2.18, 0.52, 0.80], [-1.52, 0.93, 1.27], [0.92, -3.96, 3.34], [-0.12, 0.16, 0.05], [0.66, -1.17, -0.58], [3.09, 2.18, 2.73], [-1.69, 1.05, -1.44], [-1.11, 4.20, -2.76], [-0.49, 0.28, 0.28], [-3.31, -1.71, -2.27], [0.24, -0.73, -0.26], [0.51, -0.68, 0.19], [0.07, 0.72, -0.42], [-0.10, 0.05, 0.12], [2.12, -1.38, -3.00], [0.47, 0.12, 0.51], [1.70, -1.03, 1.49]],
  "nbo_charge": [0.057, 0.129, -0.460, -0.360, 0.228, 1.531, 0.357, 0.484, 0.346, -0.863, -0.364, -0.262, -0.468, 0.216, 0.510, 0.186, 0.213, -0.479],
  "energy_ev": -24021.9646,
  "total_charge": 1,
  "de_lowest_ev": 1.435
}